[1]
The following is a quantum chemistry calculation of C17H29N2Y as an isolated structure, from the Open Molecules 2025 dataset.

Computed properties:
DFT total energy in eV: -22109.3814
Energy above the lowest of the compared OMol25 structures with the same formula, charge and spin in kcal/mol: 10.1
Net charge: +2

```
49
Properties=species:S:1:pos:R:3:forces:R:3
C 1.683 2.261 -0.925 1.071 0.554 0.682
H 2.536 2.919 -0.680 -0.187 -0.279 -0.455
H 1.980 1.642 -1.790 -0.064 -0.016 0.345
H 1.699 1.680 0.058 0.289 0.855 -0.808
C 0.467 3.156 -1.187 -0.329 0.277 -0.008
H -0.434 2.597 -1.501 0.053 -0.133 -0.134
H 0.189 3.661 -0.267 -0.047 0.011 0.320
C 0.720 4.282 -2.223 0.135 0.039 -0.348
H -0.189 4.890 -2.370 0.329 -0.389 0.150
H 1.511 4.973 -1.883 -0.288 -0.423 0.006
H 1.023 3.905 -3.216 -0.140 -0.013 0.464
C -0.827 -2.046 -0.221 0.370 -0.067 -0.947
C -1.476 -1.239 -1.213 0.712 -0.785 -0.186
C -0.514 -0.914 -2.226 -0.145 -0.532 0.400
C 0.737 -1.486 -1.846 -0.553 -0.313 0.253
C 0.549 -2.185 -0.605 -1.041 -0.098 -0.602
C 1.521 -3.126 0.009 0.501 -0.156 0.263
C 1.993 -1.471 -2.653 0.451 0.150 -0.258
C -0.793 -0.142 -3.473 -0.001 0.380 -0.350
C -2.933 -0.952 -1.246 -0.429 0.253 -0.069
C -1.526 -2.770 0.875 -0.261 -0.186 0.553
Y 0.172 0.217 -0.158 -0.329 0.553 0.069
H 2.853 -1.798 -2.052 -0.220 0.137 -0.296
H 1.913 -2.153 -3.519 0.021 0.309 0.355
H 2.210 -0.462 -3.043 0.018 -0.393 -0.024
H 2.547 -2.864 -0.285 -0.245 -0.241 0.255
H 1.453 -3.127 1.106 0.124 -0.154 -0.331
H 1.320 -4.154 -0.342 0.093 0.401 0.164
H -2.388 -2.193 1.247 0.264 -0.277 -0.078
H -1.912 -3.743 0.513 0.195 0.448 0.151
H -0.863 -2.969 1.731 -0.280 -0.034 -0.322
H -3.140 -0.072 -1.872 -0.174 -0.278 0.253
H -3.470 -1.812 -1.682 0.108 0.350 0.178
H -3.327 -0.786 -0.233 -0.070 -0.012 -0.358
H 0.014 0.579 -3.696 -0.277 -0.248 -0.071
H -0.880 -0.819 -4.341 0.054 0.284 0.334
H -1.738 0.415 -3.391 0.333 -0.173 -0.144
C -0.738 1.588 5.241 -0.164 0.156 0.387
N -0.347 0.709 4.135 0.193 -0.508 0.222
C 0.232 -0.559 4.285 -0.434 0.934 -0.517
C 0.512 -1.000 3.039 -0.108 0.724 -0.539
N 0.154 -0.005 2.116 -0.686 -0.050 0.657
C -0.412 0.993 2.834 0.773 -0.815 0.204
H -1.491 1.102 5.874 0.146 0.095 -0.327
H 0.132 1.816 5.871 -0.190 -0.055 -0.347
H -1.145 2.517 4.827 0.095 -0.252 0.151
H 0.374 -1.008 5.244 0.012 -0.072 0.289
H 0.915 -1.945 2.706 0.092 0.216 0.179
H -0.868 1.896 2.430 0.232 -0.176 0.234
```
Forces are in eV/Å.

Mulliken population analysis, charges in e, atoms 1 to 4:
1. C -0.84
2. H 0.50
3. H 0.28
4. H 0.31


[2]
The following is a quantum chemistry calculation of a single C17H29N5O4 molecule, from the Open Molecules 2025 dataset.

Computed properties:
DFT total energy in eV: -33742.4633
SMILES: CC(C)CCNc1nc2c(c(=O)[nH]c(=O)n2C)n1C[C@H](O)COC(C)C

```
55
Properties=species:S:1:pos:R:3:forces:R:3
C 1.629 2.741 -0.356 -0.002 -0.250 0.076
C 2.429 1.485 -0.014 0.196 0.181 0.020
C 3.682 1.402 -0.884 -0.270 -0.119 0.128
C 2.836 1.467 1.463 -0.434 -0.107 -0.134
C 1.661 1.425 2.442 0.399 0.240 0.133
N 0.858 0.226 2.331 0.247 -0.411 0.018
C -0.324 0.231 1.685 -0.630 -0.376 0.000
N -0.929 1.333 1.245 -0.047 0.413 -0.151
C -2.103 0.908 0.738 0.180 -1.340 0.357
C -2.240 -0.465 0.876 -0.199 0.772 -0.195
C -3.383 -1.168 0.412 0.280 0.274 0.065
O -3.619 -2.364 0.456 -0.077 -0.293 0.017
N -4.291 -0.273 -0.164 -0.312 -0.264 -0.111
C -4.206 1.095 -0.328 -0.043 0.013 -0.032
O -5.093 1.725 -0.862 -0.257 0.131 -0.149
N -3.055 1.684 0.149 0.056 0.021 0.031
C -2.851 3.108 0.012 -0.019 0.317 -0.061
N -1.077 -0.886 1.512 0.048 0.494 0.046
C -0.815 -2.249 1.873 0.079 -0.654 -0.180
C -0.437 -3.120 0.656 0.055 0.654 -0.166
O -0.290 -4.465 1.045 0.039 -0.187 0.171
C 0.894 -2.680 0.024 -0.205 -0.407 0.097
O 0.798 -1.441 -0.629 -0.068 0.219 -0.033
C 0.377 -1.495 -1.993 0.007 0.110 -0.361
C -0.350 -0.192 -2.308 0.095 -0.419 0.215
C 1.583 -1.690 -2.912 -0.290 -0.083 0.373
H 1.470 2.804 -1.431 -0.039 0.051 -0.134
H 0.658 2.717 0.130 -0.071 0.124 -0.004
H 2.165 3.634 -0.041 0.094 0.171 0.012
H 1.807 0.607 -0.213 0.049 0.029 0.015
H 4.240 0.492 -0.675 0.120 -0.099 -0.005
H 3.416 1.403 -1.939 0.016 0.007 -0.146
H 4.333 2.254 -0.698 0.112 0.113 -0.001
H 3.472 0.595 1.643 0.106 -0.013 0.058
H 3.427 2.358 1.685 0.106 0.029 0.029
H 2.050 1.469 3.466 -0.095 0.125 -0.103
H 0.992 2.269 2.284 0.064 0.018 0.103
H 1.371 -0.642 2.319 -0.080 0.025 0.006
H -5.146 -0.684 -0.522 0.151 0.096 0.055
H -2.005 3.299 -0.649 -0.012 0.051 0.014
H -2.642 3.541 0.989 0.000 0.037 -0.037
H -3.759 3.534 -0.410 0.116 -0.026 0.052
H -1.731 -2.662 2.311 0.173 0.059 0.031
H -0.020 -2.291 2.621 -0.049 -0.004 -0.012
H -1.235 -3.019 -0.093 0.100 0.040 0.093
H -1.158 -4.811 1.280 0.058 0.003 -0.036
H 1.653 -2.572 0.805 0.031 -0.081 -0.007
H 1.224 -3.474 -0.655 0.032 0.019 0.031
H -0.320 -2.335 -2.123 0.045 0.055 0.048
H -0.676 -0.190 -3.344 -0.026 0.041 -0.124
H 0.313 0.651 -2.139 0.115 0.164 -0.005
H -1.219 -0.080 -1.664 -0.111 0.029 0.061
H 1.259 -1.742 -3.947 -0.002 -0.021 -0.145
H 2.109 -2.610 -2.666 0.081 -0.092 -0.024
H 2.271 -0.857 -2.794 0.087 0.124 0.001
```
Forces are in eV/Å.

Mulliken population analysis, charges in e, atoms 1 to 4:
1. C -1.47
2. C 2.81
3. C -2.01
4. C -0.96


[3]
The following is a quantum chemistry calculation of a single C17H29N5O7 molecule, from the Open Molecules 2025 dataset.

Computed properties:
DFT total energy in eV: -39883.1318
SMILES: COCCOCC(=O)NC[C@@]1(OC)CCN(C(=O)CCCn2c(O)nnc2O)C1
Energy above the lowest of the compared OMol25 structures with the same formula, charge and spin in kcal/mol: 0.0

```
58
Properties=species:S:1:pos:R:3:forces:R:3
C 2.535 -1.890 -3.382 -0.002 0.005 0.003
O 1.341 -2.499 -2.948 0.000 -0.002 0.000
C 0.319 -1.560 -2.728 0.000 -0.006 0.009
C -0.863 -2.249 -2.102 -0.007 0.050 0.003
O -0.483 -2.781 -0.835 0.011 -0.046 -0.023
C -1.600 -3.320 -0.137 -0.004 -0.013 0.059
C -2.541 -2.204 0.327 -0.027 -0.013 -0.035
O -3.726 -2.188 0.034 0.010 -0.001 0.007
N -1.900 -1.267 1.044 0.042 0.066 0.007
C -2.447 0.015 1.399 -0.013 -0.021 0.011
C -2.226 1.107 0.335 -0.012 0.007 -0.018
O -2.997 0.892 -0.831 0.000 -0.006 0.004
C -4.406 0.875 -0.655 -0.010 -0.005 -0.009
C -2.420 2.484 0.991 0.017 -0.013 0.001
C -1.070 2.762 1.646 -0.007 -0.016 0.005
N -0.120 2.105 0.744 -0.022 0.015 -0.003
C 1.190 2.357 0.839 0.041 0.012 0.069
O 1.631 3.064 1.752 -0.005 -0.022 -0.014
C 2.115 1.841 -0.257 -0.061 0.028 0.030
C 3.552 1.659 0.229 0.037 0.016 -0.074
C 3.839 0.258 0.772 0.015 -0.045 0.031
N 2.737 -0.275 1.556 -0.035 0.100 -0.043
C 1.824 -1.193 1.148 -0.016 -0.025 0.043
O 2.003 -1.869 0.019 0.006 -0.003 -0.014
N 0.826 -1.270 1.974 -0.010 -0.001 -0.013
N 1.053 -0.332 2.982 0.007 0.008 0.002
C 2.178 0.241 2.709 0.024 -0.059 0.001
O 2.799 1.203 3.402 -0.041 0.036 -0.036
C -0.777 1.174 -0.166 0.021 0.010 -0.016
H 3.271 -2.677 -3.527 -0.001 -0.001 0.001
H 2.389 -1.354 -4.327 -0.001 -0.001 -0.001
H 2.908 -1.184 -2.629 0.001 -0.001 0.001
H 0.679 -0.759 -2.067 -0.002 -0.004 0.003
H -0.001 -1.095 -3.670 0.004 0.000 -0.002
H -1.677 -1.524 -1.982 0.001 -0.003 0.006
H -1.211 -3.064 -2.745 0.005 -0.008 0.006
H -2.165 -4.004 -0.773 0.005 0.009 -0.012
H -1.203 -3.862 0.722 0.013 0.008 -0.004
H -0.934 -1.437 1.330 -0.013 -0.028 -0.004
H -3.517 -0.078 1.592 0.002 -0.006 0.001
H -1.972 0.326 2.331 0.006 0.010 -0.009
H -4.837 0.933 -1.652 0.003 0.007 0.000
H -4.739 -0.051 -0.185 0.005 0.004 0.006
H -4.746 1.741 -0.078 -0.002 0.000 0.001
H -2.629 3.218 0.209 0.002 0.000 0.000
H -3.234 2.503 1.715 -0.007 0.004 -0.007
H -0.832 3.821 1.723 -0.004 0.002 0.008
H -0.993 2.333 2.648 0.006 -0.001 -0.001
H 1.725 0.932 -0.718 -0.001 -0.016 0.014
H 2.079 2.614 -1.031 0.028 -0.015 -0.009
H 4.249 1.841 -0.590 -0.008 0.004 -0.006
H 3.754 2.411 0.990 -0.006 0.002 0.001
H 3.989 -0.449 -0.043 0.003 0.002 0.003
H 4.741 0.263 1.383 -0.010 -0.007 0.014
H 1.173 -2.344 -0.216 -0.009 0.003 -0.016
H 2.462 2.062 3.067 0.023 -0.014 0.019
H -0.302 0.193 -0.149 -0.003 -0.003 0.000
H -0.794 1.548 -1.192 0.000 -0.001 -0.001
```
Forces are in eV/Å.

Mulliken population analysis, charges in e, atoms 1 to 4:
1. C -0.60
2. O -0.36
3. C 0.10
4. C -0.57


[4]
The following is a quantum chemistry calculation of a single C17H29NO3 molecule, from the Open Molecules 2025 dataset.

Computed properties:
DFT total energy in eV: -25733.4920
SMILES: C[C@@H]1CCC[C@H](C)N1C(=O)COC(=O)CCC1CCCC1
Energy above the lowest of the compared OMol25 structures with the same formula, charge and spin in kcal/mol: 13.2

```
50
Properties=species:S:1:pos:R:3:forces:R:3
C -2.633 -1.910 -1.553 0.128 0.099 0.280
C -2.349 -1.133 -0.265 0.097 -0.524 -0.232
C -3.179 -1.658 0.910 0.254 0.218 0.142
C -3.191 -0.598 2.002 -0.201 -0.084 0.001
C -4.051 0.573 1.533 0.240 0.005 0.033
C -3.795 0.903 0.048 -0.405 0.371 -0.065
C -4.980 0.534 -0.847 0.201 0.130 0.074
N -2.557 0.299 -0.438 -0.190 0.061 0.099
C -1.629 1.142 -0.931 0.282 -0.095 -0.170
O -1.781 2.350 -0.971 0.180 0.313 -0.112
C -0.314 0.581 -1.503 -0.247 -0.086 0.123
O 0.775 1.293 -0.927 0.180 0.153 -0.282
C 0.867 1.219 0.402 0.166 0.111 0.465
O 0.123 0.551 1.077 -0.072 -0.096 -0.034
C 1.983 2.078 0.939 0.072 0.020 -0.193
C 3.326 1.843 0.240 -0.022 -0.113 0.337
C 3.946 0.487 0.572 -0.056 0.224 -0.271
C 5.376 0.348 0.008 0.016 -0.019 0.064
C 5.498 -1.088 -0.530 0.084 -0.096 0.052
C 4.251 -1.812 -0.023 -0.056 0.007 -0.147
C 3.194 -0.714 -0.008 0.093 -0.150 0.246
H -3.683 -1.839 -1.822 -0.123 0.017 -0.043
H -2.044 -1.524 -2.381 0.073 0.001 -0.123
H -2.386 -2.959 -1.408 0.023 -0.156 -0.038
H -1.302 -1.274 0.023 -0.154 0.046 -0.014
H -4.201 -1.885 0.602 -0.062 -0.075 -0.047
H -2.727 -2.584 1.268 -0.022 -0.046 -0.084
H -3.587 -1.000 2.935 0.055 0.013 0.045
H -2.168 -0.262 2.178 0.029 -0.014 0.068
H -5.106 0.321 1.658 -0.045 0.024 0.033
H -3.842 1.447 2.149 -0.073 0.041 0.013
H -3.634 1.981 -0.056 -0.055 -0.317 0.046
H -5.832 1.156 -0.586 -0.133 0.021 0.030
H -5.271 -0.507 -0.732 -0.069 -0.132 -0.009
H -4.729 0.718 -1.889 -0.021 0.010 -0.119
H -0.166 -0.489 -1.350 -0.033 0.112 -0.050
H -0.278 0.818 -2.569 -0.053 -0.067 0.148
H 1.675 3.115 0.784 -0.051 0.008 0.051
H 2.066 1.895 2.011 -0.090 0.005 -0.064
H 4.016 2.628 0.559 -0.017 0.050 -0.067
H 3.187 1.932 -0.838 0.105 0.042 -0.043
H 3.980 0.379 1.661 -0.014 -0.012 0.020
H 6.115 0.545 0.784 0.044 0.083 -0.012
H 5.540 1.071 -0.791 0.036 0.085 0.003
H 5.499 -1.081 -1.620 0.038 -0.031 -0.031
H 6.415 -1.574 -0.199 0.053 -0.025 -0.088
H 4.414 -2.180 0.991 -0.013 -0.056 0.052
H 3.975 -2.657 -0.654 -0.005 -0.090 0.052
H 2.320 -0.984 0.584 -0.113 -0.017 -0.050
H 2.875 -0.493 -1.028 -0.057 0.031 -0.086
```
Forces are in eV/Å.

Mulliken population analysis, charges in e, atoms 1 to 4:
1. C -1.50
2. C -0.01
3. C -1.07
4. C -0.49


LUMO energy list, top to bottom, in Ha: -0.2621, 0.0225, 0.0197, 0.0291
Gap between HOMO and LUMO list, top to bottom, in eV: 7.78, 8.37, 9.61, 9.78
HOMO level list, top to bottom, in eV: -14.91, -7.76, -9.07, -8.99